(1)
C18H42AlF6N3NaO13PS2Si2 as an isolated structure at a distorted geometry. Source: OMol25; level of theory: ωB97M-V with the def2-TZVPD basis set.

## Properties
LUMO level ... -10.09 eV
DFT total energy ... -4573.7761 hartree
HOMO level ... -0.433 hartree
Total charge ... +2

Cartesian coordinates (Å):
S (2.673, -1.969, 4.705)
S (2.277, -0.451, 2.456)
P (2.414, -5.418, 9.777)
Si (0.660, 1.575, -3.078)
Si (-0.499, 3.736, -4.978)
Al (4.552, 0.777, 3.881)
Na (0.529, -5.754, 6.749)
F (2.910, 0.773, 0.257)
F (4.573, -3.781, 4.388)
F (4.554, 0.697, 1.695)
F (3.839, -3.537, 6.420)
F (3.990, -1.070, 0.547)
F (5.182, -2.061, 5.538)
O (1.214, -5.638, 8.937)
O (2.095, -5.593, 11.274)
O (-2.311, 1.919, -8.291)
O (0.521, 2.588, -4.351)
O (-8.190, 6.182, -7.410)
O (-6.748, 4.959, -6.176)
O (1.978, 0.804, 3.095)
O (3.607, -6.367, 9.443)
O (2.404, -1.036, 5.765)
O (1.709, -3.001, 4.450)
O (1.269, -1.205, 1.805)
O (3.412, -6.430, 13.460)
O (-6.221, 5.809, -8.206)
N (3.286, -1.312, 3.392)
N (-2.761, -0.263, -8.599)
N (2.455, -8.253, 12.573)
C (-1.969, 0.833, -8.722)
C (-9.177, 5.991, -6.392)
C (-7.022, 5.585, -7.170)
C (-4.916, 5.204, -8.123)
C (-4.936, 3.735, -8.473)
C (-0.694, 5.139, -3.756)
C (2.252, 0.608, -3.224)
C (3.324, -7.660, 13.420)
C (-2.167, 2.992, -5.323)
C (0.219, 4.398, -6.559)
C (-0.771, 0.377, -3.024)
C (4.163, -8.543, 14.292)
C (3.483, -0.012, 1.122)
C (4.183, -2.880, 5.262)
C (3.008, -3.582, 9.615)
C (2.089, -2.939, 8.767)
C (-0.645, 0.628, -9.419)
C (0.679, 2.555, -1.481)
H (0.275, 5.555, -3.469)
H (5.213, -8.343, 14.088)
H (-2.495, -1.162, -8.954)
H (-9.509, 4.954, -6.376)
H (-0.624, -0.362, -2.231)
H (-10.003, 6.641, -6.661)
H (-4.310, 5.763, -8.833)
H (-5.514, 3.170, -7.741)
H (-1.715, 0.892, -2.832)
H (-1.203, 4.815, -2.846)
H (-0.869, -0.160, -3.970)
H (-0.278, 3.049, -1.310)
H (1.234, -2.396, 9.167)
H (1.197, 4.858, -6.399)
H (-8.783, 6.265, -5.416)
H (-0.604, 1.284, -10.287)
H (3.121, 1.269, -3.237)
H (-0.490, -0.400, -9.745)
H (2.992, -3.179, 10.631)
H (2.825, -5.394, 11.927)
H (-2.667, 2.678, -4.403)
H (1.888, -7.634, 12.021)
H (-4.507, 5.371, -7.126)
H (2.352, -0.072, -2.374)
H (2.204, -2.961, 7.683)
H (4.031, -3.588, 9.223)
H (3.963, -9.601, 14.135)
H (-2.807, 3.720, -5.824)
H (0.868, 1.898, -0.628)
H (0.332, 3.609, -7.304)
H (3.964, -8.294, 15.334)
H (-3.652, -0.156, -8.145)
H (-2.066, 2.128, -5.979)
H (2.271, 0.010, -4.136)
H (2.341, -9.246, 12.483)
H (3.994, -6.342, 8.555)
H (-3.924, 3.337, -8.491)
H (-1.286, 5.941, -4.203)
H (-0.449, 5.156, -6.973)
H (-5.395, 3.585, -9.452)
H (1.455, 3.324, -1.498)
H (0.156, 0.908, -8.737)

=====

(2)
C18H42As2F12N7O9Y as an isolated structure at a distorted geometry. Source: OMol25; level of theory: ωB97M-V with the def2-TZVPD basis set.

## Properties
LUMO level ... 0.02 eV
DFT total energy ... -7480.3302 hartree
HOMO level ... -0.333 hartree

Cartesian coordinates (Å):
Y (-9.197, -9.744, -3.175)
As (-6.107, -8.524, -6.183)
As (-7.998, -8.360, 0.424)
F (-8.514, -6.735, 0.006)
F (-8.547, -8.875, -1.208)
F (-7.447, -7.809, 1.974)
F (-7.455, -9.170, -5.129)
F (-7.199, -7.321, -6.779)
F (-6.643, -9.684, -7.375)
F (-6.428, -8.043, -0.286)
F (-5.034, -9.762, -5.577)
F (-7.506, -10.012, 0.730)
F (-9.607, -8.666, 1.047)
F (-4.867, -8.008, -7.283)
F (-5.580, -7.426, -4.942)
O (-10.451, -12.656, -0.037)
O (-9.044, -13.497, -1.446)
O (-7.072, -10.459, -2.555)
O (-8.748, -11.547, -4.503)
O (-8.593, -7.419, -3.252)
O (-11.276, -11.002, -3.480)
O (-10.968, -8.613, -2.207)
O (-10.209, -8.994, -5.099)
O (-9.518, -11.398, -1.535)
N (-9.684, -12.514, -0.974)
N (-7.157, -5.884, -2.507)
N (-12.893, -12.552, -3.171)
N (-8.358, -13.720, -4.098)
N (-9.994, -8.406, -7.241)
N (-5.219, -11.402, -3.318)
N (-12.988, -8.224, -1.376)
C (-12.177, -9.181, -6.443)
C (-7.543, -14.907, -4.316)
C (-8.107, -5.599, -4.741)
C (-8.285, -12.629, -4.882)
C (-6.073, -11.171, -2.331)
C (-13.227, -12.150, -1.782)
C (-7.682, -12.728, -6.267)
C (-11.912, -11.973, -3.881)
C (-11.281, -6.535, -1.056)
C (-7.985, -6.354, -3.435)
C (-11.721, -7.863, -1.572)
C (-11.672, -12.463, -5.295)
C (-5.960, -11.902, -1.026)
C (-10.471, -8.201, -8.598)
C (-10.721, -8.825, -6.211)
C (-6.128, -4.872, -2.707)
C (-3.954, -12.110, -3.162)
C (-14.021, -7.416, -0.735)
H (-10.339, -7.158, -8.896)
H (-14.173, -6.482, -1.277)
H (-6.753, -12.166, -6.295)
H (-10.991, -13.316, -5.319)
H (-12.759, -11.232, -1.456)
H (-5.440, -5.045, -1.880)
H (-8.752, -4.725, -4.622)
H (-8.754, -13.554, -3.168)
H (-8.382, -12.393, -7.025)
H (-7.819, -15.526, -5.173)
H (-11.277, -11.639, -5.880)
H (-14.920, -8.008, -0.597)
H (-9.902, -8.837, -9.276)
H (-14.312, -12.121, -1.863)
H (-5.598, -12.928, -1.095)
H (-7.768, -15.535, -3.454)
H (-7.140, -5.316, -5.150)
H (-11.965, -5.793, -1.485)
H (-13.283, -9.113, -1.737)
H (-4.089, -13.195, -3.091)
H (-11.365, -6.408, 0.022)
H (-6.484, -14.680, -4.436)
H (-13.711, -7.098, 0.263)
H (-5.308, -10.870, -4.169)
H (-3.275, -11.843, -3.963)
H (-12.740, -8.290, -6.728)
H (-7.376, -13.752, -6.495)
H (-12.575, -12.833, -5.787)
H (-9.034, -8.127, -7.104)
H (-13.146, -13.467, -3.508)
H (-11.541, -8.359, -8.705)
H (-8.616, -6.187, -5.498)
H (-5.313, -11.392, -0.312)
H (-12.598, -9.577, -5.524)
H (-10.279, -6.290, -1.392)
H (-12.835, -12.904, -1.100)
H (-12.294, -9.897, -7.256)
H (-3.524, -11.932, -2.173)
H (-6.978, -11.926, -0.649)
H (-6.485, -3.843, -2.675)
H (-5.599, -5.083, -3.635)
H (-7.201, -6.310, -1.593)

=====

(3)
A 3-piece molecular cluster, C18H42BFN4O12P overall at a distorted geometry. Source: OMol25; level of theory: ωB97M-V with the def2-TZVPD basis set.

## Properties
LUMO level ... -3.90 eV
DFT total energy ... -2298.7301 hartree
HOMO level ... -0.412 hartree
Total charge ... +1

Cartesian coordinates (Å):
P (4.337, 2.813, -1.460)
F (-0.089, 5.701, -0.524)
O (-2.071, 4.904, -1.389)
O (-0.361, -3.259, 4.470)
O (5.016, 2.168, -0.002)
O (-1.752, -1.775, -0.916)
O (3.110, 2.783, -5.561)
O (-3.484, -2.428, -3.393)
O (0.246, -0.422, 3.385)
O (1.577, -1.036, 6.108)
O (5.700, 3.129, -2.474)
O (-0.651, 3.212, -4.247)
O (3.061, 4.727, -4.028)
O (-4.507, -3.017, -0.234)
N (-0.211, 5.142, -2.920)
N (3.275, 1.666, -2.235)
N (3.695, 4.208, -1.044)
N (0.281, 1.635, -1.687)
C (0.903, 0.146, 5.690)
C (-3.833, -1.932, 0.394)
C (2.681, 0.654, -1.309)
C (-1.541, -4.041, 4.518)
C (-3.741, -1.754, -4.611)
C (-4.917, -4.002, 0.699)
C (-0.896, 5.233, -1.609)
C (0.950, 2.860, -2.308)
C (-0.218, -0.193, 4.719)
C (2.240, 2.272, -3.114)
C (-0.044, 3.697, -3.246)
C (1.252, 1.064, -0.685)
C (0.916, -1.668, 3.168)
C (-2.095, -2.661, -3.190)
C (-0.039, -2.857, 3.144)
C (-3.012, -1.157, -0.628)
C (2.852, -0.760, 6.657)
C (-1.813, -2.955, -1.722)
B (2.822, 3.328, -4.242)
H (-2.763, -0.183, -0.193)
H (1.610, 0.834, 5.209)
H (5.582, 2.919, 0.336)
H (-4.819, -1.610, -4.700)
H (1.728, -1.810, 3.882)
H (-2.398, -3.458, 4.164)
H (-1.514, -1.784, -3.507)
H (-5.432, -4.794, 0.154)
H (3.350, 0.318, -0.450)
H (-0.816, -3.402, -1.655)
H (-0.747, 5.624, -3.662)
H (-3.574, -0.962, -1.543)
H (-2.515, -3.680, -1.309)
H (2.226, 5.236, -4.198)
H (3.497, -0.288, 5.907)
H (0.775, 0.079, -0.304)
H (-3.175, -2.302, 1.189)
H (-4.045, -4.438, 1.199)
H (2.763, -0.117, 7.536)
H (-1.722, -4.321, 5.556)
H (-1.427, -4.948, 3.918)
H (-4.596, -1.275, 0.829)
H (-0.878, 0.677, 4.648)
H (-3.261, -0.768, -4.612)
H (-5.601, -3.573, 1.436)
H (0.068, 0.971, -2.468)
H (1.373, -1.582, 2.177)
H (-3.389, -2.345, -5.461)
H (3.307, -1.706, 6.954)
H (-0.949, -2.585, 2.597)
H (1.805, 1.394, -3.738)
H (0.486, 0.625, 6.583)
H (-0.641, 1.866, -1.262)
H (0.445, -3.707, 2.648)
H (1.231, 3.532, -1.428)
H (2.487, -0.294, -1.949)
H (4.229, 4.966, -1.519)
H (-0.827, -1.026, 5.073)
H (5.610, 2.448, -3.188)
H (-1.809, -3.524, -3.801)
H (1.334, 1.744, 0.243)
H (3.355, 1.825, -5.470)

=====

(4)
A 7-piece molecular cluster, C18H42ClN6O6 overall at a distorted geometry. Source: OMol25; level of theory: ωB97M-V with the def2-TZVPD basis set.

## Properties
LUMO level ... 2.40 eV
DFT total energy ... -1951.2460 hartree
HOMO level ... -0.127 hartree
Total charge ... -1
Relative energy (zero: lowest compared OMol25 entry of this formula, charge and spin) ... 173.1 kcal per mole

Cartesian coordinates (Å):
Cl (-0.641, 0.412, -0.447)
O (-2.817, -4.686, -2.477)
O (-0.368, 5.368, 4.020)
O (3.180, 3.119, -3.856)
O (-1.126, -1.349, -6.966)
O (6.198, -2.339, 0.396)
O (-1.930, -3.018, 7.231)
N (-2.025, 0.578, -7.417)
N (-4.492, -3.553, -1.597)
N (6.451, -0.422, 1.594)
N (-0.425, 3.517, 5.025)
N (-1.460, -4.352, 5.452)
N (2.079, 4.834, -3.162)
C (3.105, 4.362, -3.877)
C (-1.157, 5.746, 6.187)
C (4.006, 5.298, -4.703)
C (-1.475, -3.279, 4.499)
C (-0.660, 4.818, 5.010)
C (-3.029, -1.410, -8.394)
C (5.100, -0.223, 1.934)
C (-1.598, -5.264, 7.788)
C (-2.000, -0.750, -7.492)
C (-4.959, -5.909, -2.310)
C (1.394, 6.172, -3.359)
C (8.393, -1.435, 0.671)
C (-0.497, 2.628, 6.240)
C (-4.062, -4.688, -2.149)
C (-1.663, -4.143, 6.817)
C (6.930, -1.423, 0.835)
C (-5.770, -3.243, -1.106)
C (-1.102, 1.446, -6.623)
H (-1.042, 1.068, -5.603)
H (4.965, 0.224, 2.919)
H (-1.303, 6.776, 5.862)
H (-0.129, 1.153, -7.017)
H (3.952, 5.271, -5.791)
H (-1.415, 2.490, -6.598)
H (-4.243, -6.720, -2.445)
H (-6.581, -3.186, -1.832)
H (9.042, -1.934, 1.390)
H (-3.917, -2.723, -1.623)
H (1.250, 6.461, -4.401)
H (-2.052, -3.637, 3.646)
H (-2.165, 5.483, 6.508)
H (7.097, 0.353, 1.642)
H (0.407, 6.178, -2.897)
H (0.303, 1.888, 6.201)
H (-0.513, -3.070, 4.031)
H (-0.423, 3.187, 7.172)
H (-5.559, -6.075, -1.416)
H (-5.712, -2.271, -0.616)
H (-0.549, 5.584, 7.077)
H (4.671, -1.217, 2.066)
H (-2.820, 1.125, -7.714)
H (-1.505, 2.231, 6.120)
H (-1.476, -5.281, 5.057)
H (-2.383, -1.626, -9.245)
H (4.532, 0.274, 1.148)
H (3.906, 6.325, -4.352)
H (-5.996, -3.852, -0.230)
H (-0.143, 3.025, 4.189)
H (1.431, 4.185, -2.740)
H (-5.637, -5.719, -3.142)
H (-0.726, -5.887, 7.586)
H (-3.789, -0.794, -8.875)
H (-2.343, -6.045, 7.635)
H (5.062, 5.042, -4.616)
H (8.700, -0.391, 0.609)
H (2.022, 6.909, -2.860)
H (-1.651, -4.881, 8.807)
H (-1.972, -2.406, 4.921)
H (-3.468, -2.359, -8.086)
H (8.595, -1.974, -0.255)

=====

(5)
C18H42MnN3OP2S as an isolated structure at a distorted geometry. Source: OMol25; level of theory: ωB97M-V with the def2-TZVPD basis set.

## Properties
2S+1 ... 6
LUMO level (alpha / beta) ... -2.20 / -2.07 eV
Expectation value of S² ... 9.0215
DFT total energy ... -3181.9021 hartree
HOMO level (alpha / beta) ... -0.238 / -0.246 hartree
Total charge ... +1

Cartesian coordinates (Å):
Mn (0.814, -1.134, 2.980)
S (1.646, 1.128, 2.241)
P (1.238, -2.011, 0.636)
P (-2.386, 1.527, -1.055)
O (0.811, 0.485, -0.299)
N (4.114, 1.516, 3.298)
N (4.042, 1.092, 1.015)
N (-1.763, -0.892, 0.730)
C (-2.632, 4.011, 0.135)
C (-3.143, -0.484, 0.872)
C (-1.593, -2.321, 0.943)
C (-3.563, 0.820, 0.165)
C (3.416, 1.181, 2.191)
C (1.037, -2.759, -1.017)
C (3.952, -2.366, 0.640)
C (-2.041, 2.837, -3.550)
C (1.258, -4.295, -1.031)
C (1.850, -2.016, -2.078)
C (-3.043, 2.059, -2.688)
C (-0.334, 3.440, -0.842)
C (2.812, -2.220, 2.910)
C (2.706, -2.727, 1.463)
C (-1.600, 2.933, -0.155)
C (-4.376, 2.810, -2.683)
C (1.232, -0.106, 0.699)
C (-0.205, -2.734, 1.475)
H (-4.716, 2.910, -3.726)
H (3.501, 1.178, 0.160)
H (3.981, -2.982, -0.266)
H (-3.753, 1.576, 0.946)
H (1.578, -4.716, -0.063)
H (-1.381, -0.595, -0.207)
H (-3.591, 3.613, 0.484)
H (-2.321, 2.702, -4.604)
H (-3.278, -0.375, 1.954)
H (-4.485, 0.609, -0.395)
H (0.153, 4.148, -0.163)
H (3.683, -2.657, 3.415)
H (-1.298, 2.466, 0.796)
H (-0.136, -3.822, 1.285)
H (-1.865, -2.897, 0.023)
H (-2.825, 4.642, -0.741)
H (1.975, -2.562, 3.568)
H (-3.800, -1.310, 0.566)
H (-1.515, 0.400, -1.237)
H (-3.196, 1.069, -3.151)
H (3.970, -1.292, 0.355)
H (2.950, -1.114, 2.996)
H (-2.069, 3.922, -3.354)
H (-5.148, 2.284, -2.122)
H (2.009, -4.557, -1.793)
H (3.587, 1.726, 4.140)
H (0.308, -4.782, -1.301)
H (1.703, -0.931, -1.998)
H (2.564, -3.829, 1.478)
H (-1.005, 2.496, -3.452)
H (-0.211, -2.609, 2.598)
H (-2.327, -2.565, 1.731)
H (1.482, -2.340, -3.062)
H (-0.540, 3.960, -1.789)
H (-4.279, 3.823, -2.263)
H (5.133, 1.570, 3.308)
H (-0.037, -2.580, -1.215)
H (0.369, 2.607, -1.002)
H (-2.246, 4.653, 0.931)
H (2.922, -2.245, -2.006)
H (4.864, -2.595, 1.217)
H (5.040, 1.230, 0.964)

=====

(6)
A 6-piece molecular cluster, C18H42N6O6 overall at a distorted geometry. Source: OMol25; level of theory: ωB97M-V with the def2-TZVPD basis set.

## Properties
SMILES string ... CNC(C)=O.CNC(C)=O.CNC(C)=O.CNC(C)=O.CNC(C)=O.CNC(C)=O
LUMO level ... 0.37 eV
DFT total energy ... -1491.0173 hartree
HOMO level ... -0.349 hartree
Relative energy (zero: lowest compared OMol25 entry of this formula, charge and spin) ... 69.8 kcal per mole

Cartesian coordinates (Å):
O (0.577, 1.550, 8.383)
O (-1.793, -3.225, 3.138)
O (4.999, -5.931, -2.912)
O (-8.755, 2.348, 3.253)
O (-7.277, -3.030, -4.817)
O (0.314, 3.089, -2.168)
N (2.276, 0.243, 7.545)
N (3.512, -4.894, -1.420)
N (-2.424, -3.126, 5.328)
N (-7.641, 4.019, 2.323)
N (-1.476, 2.141, -2.978)
N (-6.587, -5.188, -4.558)
C (-3.157, -1.462, 3.601)
C (2.472, -0.854, 8.521)
C (-2.281, 1.584, -4.054)
C (-7.488, 3.723, 4.718)
C (-2.436, -2.712, 4.014)
C (4.636, -5.550, -1.791)
C (5.503, -5.961, -0.667)
C (-7.213, -4.188, -5.231)
C (2.590, -4.423, -2.434)
C (-8.054, 3.321, 3.377)
C (1.654, 2.069, 6.306)
C (-0.276, 2.659, -3.108)
C (-8.160, 3.850, 0.952)
C (-3.015, -2.519, 6.517)
C (0.346, 2.941, -4.513)
C (-5.986, -5.005, -3.213)
C (-7.843, -4.558, -6.576)
C (1.398, 1.274, 7.538)
H (-3.362, 1.498, -3.940)
H (2.481, -1.762, 7.918)
H (-7.062, 4.820, 2.529)
H (1.780, -5.135, -2.599)
H (5.182, -6.978, -0.442)
H (-7.675, 3.029, 0.424)
H (-6.401, -6.044, -5.062)
H (0.919, 2.838, 6.070)
H (-7.047, -4.261, -7.259)
H (6.561, -6.031, -0.921)
H (-3.515, -1.589, 6.249)
H (3.083, -4.413, -3.406)
H (-1.972, 2.130, -2.099)
H (-0.403, 3.384, -5.170)
H (-1.948, 0.577, -4.306)
H (0.808, 2.108, -5.042)
H (3.461, -0.720, 8.960)
H (-4.205, -1.479, 3.900)
H (1.684, 1.518, 5.366)
H (-9.227, 3.812, 1.170)
H (-3.764, -3.185, 6.944)
H (-6.079, -5.884, -2.575)
H (1.099, 3.724, -4.423)
H (-7.991, -5.624, -6.746)
H (-2.352, -2.259, 7.342)
H (3.106, -5.015, -0.503)
H (-8.055, 4.777, 0.388)
H (2.721, 2.288, 6.273)
H (2.214, -3.414, -2.268)
H (-2.747, -0.493, 3.888)
H (3.004, 0.213, 6.845)
H (1.649, -0.871, 9.235)
H (-1.952, -4.000, 5.512)
H (-3.118, -1.558, 2.516)
H (-2.141, 2.172, -4.961)
H (-6.504, -4.249, -2.623)
H (5.558, -5.208, 0.120)
H (-6.555, 4.279, 4.629)
H (-7.233, 2.825, 5.280)
H (-8.803, -4.119, -6.851)
H (-4.936, -4.776, -3.395)
H (-8.109, 4.386, 5.321)